{"formula": "C18H27N9", "method": "the ωB97M-V functional and the def2-TZVPD basis", "total_energy_ev": -32484.596, "spin_multiplicity": 1, "e_above_lowest_kj_mol": 2701.1, "gap_ha": 0.303, "species": ["C", "C", "N", "H", "H", "H", "C", "C", "N", "H", "H", "H", "C", "C", "N", "H", "H", "H", "C", "C", "N", "H", "H", "H", "C", "C", "N", "H", "H", "H", "C", "C", "N", "H", "H", "H", "C", "C", "N", "H", "H", "H", "C", "C", "N", "H", "H", "H", "C", "C", "N", "H", "H", "H"], "positions_angstrom": [[4.172610, 15.566620, 0.235970], [2.841080, 15.158060, 0.595820], [1.806730, 14.762380, 0.993780], [4.284470, 15.912800, -0.791520], [4.861250, 14.786630, 0.560770], [4.409100, 16.464160, 0.807450], [1.994470, 17.356690, 1.315460], [1.170160, 18.541070, 1.640040], [0.521570, 19.461110, 1.883740], [1.995240, 17.096870, 0.256880], [1.679170, 16.581870, 2.014260], [2.966250, 17.821580, 1.481640], [7.818260, 16.568670, 1.625300], [7.773310, 17.940800, 1.992970], [7.673700, 19.083730, 2.211650], [7.455470, 16.538000, 0.597910], [7.115240, 15.890860, 2.109470], [8.839440, 16.188520, 1.653230], [5.480840, 20.949590, 5.525110], [5.196920, 19.724360, 4.694860], [4.970580, 18.806640, 4.036030], [5.551510, 20.626410, 6.563700], [4.737440, 21.745680, 5.566210], [6.409340, 21.430820, 5.217840], [5.019790, 15.036580, 4.894990], [4.797610, 14.616780, 6.248470], [4.696510, 14.354210, 7.364290], [4.151240, 14.832470, 4.268840], [5.824910, 14.459430, 4.440260], [5.316210, 16.081710, 4.805950], [6.420680, 13.379670, 2.767040], [7.549570, 12.590850, 2.288510], [8.436660, 11.926540, 1.904430], [5.949760, 12.860680, 3.601900], [5.761180, 13.521060, 1.910800], [6.732050, 14.307020, 3.247840], [3.158640, 19.536150, 2.864870], [4.461960, 19.445380, 2.215090], [5.460770, 19.354440, 1.633370], [3.358330, 20.034970, 3.813230], [2.685290, 18.557290, 2.941620], [2.560030, 20.129180, 2.173440], [5.264760, 17.574040, 2.455550], [5.611480, 16.264160, 3.010530], [5.930840, 15.265540, 3.421450], [4.226020, 17.549110, 2.126180], [5.941980, 17.964000, 1.695690], [5.527850, 18.211680, 3.299540], [1.681690, 15.247560, 3.805380], [2.741790, 16.016150, 3.312460], [3.663310, 16.558130, 2.884920], [1.999480, 14.205250, 3.779070], [0.887580, 15.302390, 3.060740], [1.421120, 15.419890, 4.849660]], "forces_ev_per_a": [[0.271, 0.682, 0.012], [-2.946, -2.990, 0.691], [3.153, 0.256, -1.812], [-0.076, -0.670, -0.187], [0.115, 0.074, -0.478], [0.191, -0.210, -0.035], [-1.823, 3.379, -0.875], [-2.000, -0.267, -1.524], [-0.168, -0.627, -0.144], [-0.919, 0.296, 0.237], [-0.062, 1.105, -1.660], [-0.336, -0.901, -0.539], [0.952, -1.228, -1.610], [0.620, 3.084, 1.127], [1.969, -2.068, 0.149], [0.346, -0.043, -0.414], [1.221, 0.649, -0.148], [-0.041, -0.082, -0.012], [0.280, -0.818, -0.117], [1.321, 2.035, 1.978], [-3.155, 5.494, 11.251], [0.315, -0.170, -0.033], [-0.494, -0.435, -0.708], [0.115, -0.307, -0.041], [-3.522, -1.445, 6.608], [-0.919, 0.092, 1.625], [0.046, -0.214, 0.063], [0.111, -0.208, 0.718], [-0.740, -1.393, 3.807], [-0.975, -0.694, 2.662], [2.357, -5.513, -1.895], [1.576, -2.301, -0.731], [-1.780, 1.698, 0.796], [-0.286, -0.387, -0.316], [-0.096, 0.326, 0.382], [2.027, -1.698, -1.344], [0.087, 1.929, -1.113], [-0.939, 2.750, -2.154], [-2.266, 5.737, -2.230], [-1.313, 0.060, -0.479], [0.648, 0.830, 1.173], [0.010, 0.218, 0.603], [6.452, -5.294, -5.657], [-1.381, 3.940, -4.322], [3.226, 6.289, -6.686], [3.125, 2.048, -0.813], [0.151, -1.976, -0.412], [2.825, -3.026, -2.775], [-1.175, -1.508, 0.556], [1.893, 0.040, 1.537], [-7.272, -6.909, 5.089], [0.060, -0.169, -0.127], [-0.561, 0.018, 0.541], [-0.217, 0.523, -0.214]]}

=====

{"formula": "C18H27NO5", "method": "the ωB97M-V functional and the def2-TZVPD basis", "total_energy_ev": -30831.361, "spin_multiplicity": 1, "smiles": "CCCCCOC(=O)[C@@H]1[C@H]2C(=O)N(CCCOC)C[C@]23C=C[C@H]1O3", "e_above_lowest_kj_mol": 94.2, "gap_ha": 0.370, "species": ["C", "C", "C", "C", "C", "O", "C", "O", "C", "C", "C", "O", "N", "C", "C", "C", "O", "C", "C", "C", "C", "C", "C", "O", "H", "H", "H", "H", "H", "H", "H", "H", "H", "H", "H", "H", "H", "H", "H", "H", "H", "H", "H", "H", "H", "H", "H", "H", "H", "H", "H"], "positions_angstrom": [[-5.900182, -0.896238, -1.243810], [-6.336663, 0.173070, -0.248622], [-5.631853, 1.516022, -0.455504], [-4.105618, 1.447282, -0.423584], [-3.564299, 0.935909, 0.908141], [-2.132632, 0.938965, 0.914033], [-1.529696, -0.096888, 0.336366], [-2.104246, -1.032673, -0.157512], [-0.028997, 0.038918, 0.436444], [0.737615, -0.932043, -0.457652], [1.821513, -0.351688, -1.354608], [1.719392, 0.598430, -2.096089], [2.930106, -1.112751, -1.196911], [4.178156, -0.800179, -1.848599], [5.194636, -0.149909, -0.906805], [4.602561, 1.055762, -0.183482], [5.632401, 1.683402, 0.549645], [5.177105, 2.782940, 1.291537], [2.834351, -2.132825, -0.169847], [1.586990, -1.724652, 0.581289], [0.628512, -2.627073, 1.314989], [-0.071257, -1.808254, 2.091320], [0.501481, -0.426639, 1.847351], [1.850073, -0.710719, 1.552397], [-6.006346, -0.532211, -2.263464], [-4.864610, -1.184258, -1.084140], [-6.517293, -1.784927, -1.132429], [-7.411636, 0.339992, -0.353044], [-6.163776, -0.183537, 0.768435], [-5.974575, 2.214581, 0.311985], [-5.927540, 1.920474, -1.425974], [-3.745988, 0.794333, -1.219292], [-3.698105, 2.445136, -0.601119], [-3.908287, -0.084845, 1.096669], [-3.857951, 1.589589, 1.731855], [0.261036, 1.076760, 0.266591], [0.059550, -1.561589, -1.037625], [4.597761, -1.716089, -2.276899], [3.928530, -0.107733, -2.656581], [5.551050, -0.865159, -0.164158], [6.056377, 0.179282, -1.487817], [4.171102, 1.758796, -0.912879], [3.799140, 0.738000, 0.498966], [6.041977, 3.188408, 1.812897], [4.748259, 3.553997, 0.638713], [4.415756, 2.481074, 2.022287], [3.708211, -2.113471, 0.483774], [2.728760, -3.129919, -0.613577], [0.518262, -3.678050, 1.141331], [-0.900951, -2.016708, 2.736166], [0.401845, 0.309885, 2.638827]], "forces_ev_per_a": [[-0.109, 0.084, 0.229], [0.038, 0.101, -0.170], [0.089, -0.150, 0.101], [0.046, -0.007, 0.225], [-0.456, -0.116, -0.273], [0.100, 0.340, 0.219], [0.365, -0.128, -0.208], [-0.156, -0.009, -0.051], [0.061, 0.050, -0.024], [0.150, 0.116, 0.051], [-0.444, -0.171, 0.199], [-0.072, 0.415, -0.228], [0.271, -0.188, 0.059], [0.234, 0.159, -0.090], [-0.294, 0.218, 0.112], [0.020, -0.113, -0.108], [0.156, -0.211, -0.110], [-0.053, 0.040, 0.023], [-0.110, 0.007, 0.185], [-0.204, -0.289, -0.403], [0.196, 0.174, 0.220], [0.299, -0.118, 0.166], [-0.523, 0.173, 0.098], [0.420, 0.160, -0.217], [0.014, 0.001, -0.157], [0.149, -0.066, -0.043], [-0.013, -0.113, -0.052], [-0.006, -0.024, 0.109], [-0.082, -0.021, 0.065], [-0.045, 0.102, -0.043], [-0.053, 0.076, 0.016], [0.057, 0.019, -0.021], [0.047, -0.024, -0.030], [0.007, 0.144, 0.065], [0.025, -0.079, -0.052], [-0.030, -0.063, -0.014], [0.104, 0.017, 0.000], [-0.028, 0.087, -0.056], [0.061, -0.133, 0.014], [0.083, -0.029, 0.022], [0.054, -0.044, -0.016], [-0.012, -0.055, 0.060], [0.043, 0.065, -0.089], [-0.067, 0.068, 0.039], [0.013, 0.002, 0.036], [0.022, 0.033, 0.000], [-0.013, -0.066, 0.007], [0.041, 0.019, 0.106], [-0.164, -0.289, -0.034], [-0.267, -0.151, 0.077], [0.029, -0.010, -0.016]]}

=====

- Number 1 is which compound?
  C18H27N9